{
  "formula": "C55H38ClF4N16O3RbSSe",
  "method": "ωB97M-V with the def2-TZVPD basis set",
  "orbital_gap_ev": 5.6,
  "energy_ha": -6904.08941,
  "charge": -2,
  "homo_ev": -2.3988,
  "relative_energy_kj_mol": 91.7,
  "species": ["Rb", "Cl", "C", "C", "C", "C", "O", "C", "C", "N", "C", "C", "C", "C", "C", "C", "C", "C", "N", "C", "C", "H", "H", "H", "H", "H", "H", "H", "H", "H", "H", "N", "C", "N", "C", "N", "N", "C", "N", "C", "C", "C", "C", "C", "N", "H", "H", "H", "H", "H", "H", "H", "H", "N", "C", "C", "C", "C", "C", "C", "S", "O", "O", "N", "C", "N", "C", "C", "C", "N", "H", "H", "H", "H", "H", "H", "H", "H", "H", "F", "C", "C", "F", "C", "C", "C", "F", "C", "C", "C", "N", "C", "N", "F", "C", "C", "N", "C", "N", "C", "C", "C", "C", "C", "C", "Se", "C", "C", "C", "H", "H", "H", "H", "H", "H", "H", "H", "H", "H", "H"],
  "coordinates": [[0.661590, -1.183889, 1.022183], [-0.748287, -8.422917, -1.764135], [-0.388906, -6.714978, -1.581674], [0.859940, -6.228784, -1.978006], [1.159884, -4.899737, -1.828231], [0.224711, -3.953796, -1.282933], [0.524939, -2.741283, -1.128760], [-1.067506, -4.491342, -0.909801], [-2.142977, -3.701037, -0.334642], [-2.258513, -2.426087, -0.316594], [-3.432431, -1.880174, 0.224852], [-4.680640, -2.447713, 0.089982], [-5.823009, -1.853055, 0.663238], [-5.724983, -0.691674, 1.373141], [-4.469849, -0.051802, 1.506954], [-4.312531, 1.164830, 2.217957], [-3.079341, 1.741806, 2.286732], [-2.026067, 1.117233, 1.587736], [-2.122367, 0.005935, 0.911750], [-3.326379, -0.620941, 0.901311], [-1.322911, -5.862730, -1.046438], [1.588420, -6.914606, -2.394388], [2.129899, -4.510067, -2.115740], [-2.928215, -4.322050, 0.125140], [-4.788483, -3.358067, -0.486220], [-6.786598, -2.329344, 0.528320], [-6.597693, -0.229318, 1.818223], [-5.178270, 1.621339, 2.683248], [-2.900380, 2.666647, 2.817173], [-1.058102, 1.609605, 1.564686], [-2.284413, -6.254526, -0.731886], [1.402277, 2.601331, 2.194049], [1.496304, 1.895325, 3.348970], [2.257635, 2.395604, 4.323837], [2.350864, 1.617755, 5.394848], [3.141729, 2.062922, 6.418076], [1.729938, 0.448784, 5.577619], [0.976585, 0.068853, 4.549958], [0.803593, 0.747820, 3.431510], [0.260965, -1.243289, 4.697405], [0.633554, -2.097620, 5.729234], [-0.022736, -3.310458, 5.846321], [-1.023426, -3.621851, 4.939439], [-1.318303, -2.701464, 3.944011], [-0.690238, -1.538357, 3.815590], [2.067548, 3.355786, 2.125425], [1.361954, 2.041714, 1.347994], [3.822997, 2.749927, 6.141272], [3.469614, 1.337699, 7.033413], [1.429830, -1.803790, 6.395092], [0.249959, -4.007446, 6.629057], [-1.561931, -4.558989, 4.986308], [-2.090739, -2.907601, 3.208533], [7.037224, -4.916278, -0.779889], [6.251072, -3.999182, -0.058874], [6.853523, -3.042292, 0.756642], [6.079102, -2.158699, 1.487179], [4.697911, -2.229221, 1.429465], [4.090257, -3.188516, 0.634386], [4.860839, -4.067129, -0.108819], [3.692512, -1.083362, 2.347081], [4.528156, -0.498478, 3.371353], [2.573991, -1.905322, 2.798227], [3.069704, 0.005748, 1.374528], [3.627855, 0.521989, 0.272198], [4.885396, 0.227526, -0.110775], [5.306989, 0.751286, -1.252082], [4.535848, 1.591935, -2.030315], [3.273006, 1.884536, -1.524314], [2.787579, 1.379303, -0.404588], [7.940897, -4.548515, -1.036806], [6.565214, -5.293909, -1.587736], [7.935489, -2.985924, 0.810637], [6.540215, -1.397239, 2.101309], [3.010579, -3.256743, 0.575007], [4.373312, -4.811448, -0.728381], [6.320053, 0.490285, -1.550328], [4.890832, 2.026966, -2.952599], [2.624261, 2.583837, -2.046603], [-3.422768, 2.751072, -0.633093], [-3.334218, 4.036851, -0.220310], [-4.451241, 4.585171, 0.370812], [-5.532622, 3.787629, 0.473651], [-4.511408, 5.911843, 0.828792], [-3.311677, 6.609804, 0.611451], [-2.192970, 6.053413, 0.024335], [-1.097638, 6.830802, -0.092425], [-2.143084, 4.736299, -0.419407], [-0.942224, 4.109663, -1.000210], [-0.888929, 2.779109, -1.235321], [-0.776135, 1.622713, -1.402208], [0.272902, 4.786822, -1.285940], [1.275588, 5.278262, -1.577992], [-3.202974, 7.889344, 1.019549], [-5.677287, 6.489329, 1.451577], [-6.762282, 5.706045, 1.896580], [-7.668057, 5.107056, 2.300482], [-5.817227, 7.876317, 1.669566], [-5.997637, 9.004671, 1.859440], [-0.175390, 1.259922, -8.227088], [-0.345223, 0.984080, -6.757355], [-1.348193, 1.601260, -6.028327], [-1.533443, 1.346996, -4.670789], [-2.677353, 1.992488, -3.949560], [-0.643657, 0.460095, -4.044332], [-0.836398, -0.008647, -2.211668], [0.378006, -0.187982, -4.758180], [1.335332, -1.143243, -4.095674], [0.498808, 0.086193, -6.113092], [-0.853118, 2.044827, -8.562164], [-0.375930, 0.365522, -8.821224], [0.844765, 1.577173, -8.451520], [-2.023278, 2.290041, -6.525874], [-3.443930, 2.304361, -4.659066], [-2.367451, 2.880735, -3.396584], [-3.121615, 1.311530, -3.223859], [1.974189, -0.615544, -3.383637], [1.962577, -1.616082, -4.852565], [0.850911, -1.927477, -3.516055], [1.281936, -0.409703, -6.677712]],
  "atomic_forces_ev_per_a": [[-1.1, 0.1, -0.2], [0.0, 0.0, 0.0], [-0.1, 0.0, 0.0], [0.1, 0.0, 0.0], [-0.1, -0.1, 0.0], [-0.3, 0.1, 0.0], [0.2, -0.1, -0.3], [0.1, 0.0, 0.1], [0.0, 0.0, 0.0], [0.1, -0.2, 0.0], [0.0, 0.0, 0.0], [0.1, 0.0, 0.0], [0.0, 0.0, 0.0], [0.0, 0.0, 0.0], [0.0, 0.0, 0.0], [0.1, 0.0, 0.0], [-0.2, -0.2, -0.1], [0.3, 0.4, -0.1], [0.0, -0.1, 0.3], [-0.1, 0.0, -0.1], [0.1, 0.0, 0.0], [0.0, 0.0, 0.0], [0.0, 0.0, 0.0], [0.0, 0.0, 0.0], [0.0, 0.0, 0.0], [0.0, 0.0, 0.0], [0.0, 0.0, 0.0], [0.0, 0.0, 0.0], [0.0, 0.0, 0.0], [0.0, 0.0, 0.1], [0.0, 0.0, 0.0], [0.0, 0.0, 0.0], [0.1, -0.1, 0.0], [0.0, 0.0, 0.0], [-0.1, 0.0, -0.1], [0.0, 0.0, 0.0], [0.0, -0.1, 0.0], [-0.1, 0.1, 0.0], [0.0, -0.1, -0.2], [0.2, 0.1, 0.1], [-0.1, -0.1, 0.0], [0.0, 0.0, 0.0], [0.0, 0.0, 0.0], [0.0, 0.0, 0.0], [0.0, 0.1, 0.0], [0.0, 0.0, 0.0], [0.0, 0.0, 0.0], [0.0, 0.0, 0.0], [0.0, 0.0, 0.0], [0.0, 0.0, 0.0], [0.0, 0.0, 0.0], [0.0, 0.0, 0.0], [0.0, 0.0, 0.0], [0.0, 0.0, 0.0], [0.0, 0.0, 0.0], [0.0, 0.0, 0.0], [0.1, 0.0, 0.0], [0.0, 0.1, 0.0], [0.0, 0.0, -0.1], [0.0, 0.0, 0.0], [0.2, -0.1, -0.2], [0.0, 0.0, 0.0], [0.3, 0.2, 0.3], [0.3, -0.3, 0.3], [-0.3, 0.4, 0.1], [0.1, 0.1, -0.1], [-0.1, 0.0, 0.0], [0.0, 0.0, 0.0], [-0.3, 0.2, -0.1], [0.6, -0.4, 0.0], [0.0, 0.0, 0.0], [0.0, 0.0, 0.0], [0.0, 0.0, 0.0], [0.0, 0.0, 0.0], [0.0, 0.0, 0.0], [0.0, 0.0, 0.0], [0.0, 0.0, 0.0], [0.0, 0.0, 0.0], [0.0, 0.0, 0.0], [0.0, 0.1, -0.1], [0.1, 0.0, 0.0], [0.0, 0.0, 0.0], [0.1, 0.1, 0.0], [0.0, 0.0, 0.0], [0.0, 0.1, 0.1], [0.0, 0.0, 0.0], [-0.1, 0.0, 0.0], [-0.2, 0.0, 0.0], [-0.2, -0.2, 0.2], [0.1, 0.1, -0.3], [0.2, -0.2, 0.0], [0.1, 0.1, -0.1], [0.0, 0.0, 0.0], [0.0, -0.1, 0.0], [0.2, -0.1, -0.1], [-0.1, -0.1, 0.1], [0.0, 0.0, 0.0], [-0.1, 0.1, 0.0], [0.0, 0.0, 0.0], [0.0, 0.0, 0.0], [0.0, 0.0, -0.1], [0.0, 0.0, 0.1], [0.2, -0.3, -0.1], [-0.1, 0.1, 0.0], [-0.1, 0.3, -0.3], [-0.1, -0.1, 0.6], [-0.1, 0.1, 0.1], [0.1, 0.0, -0.1], [0.0, 0.0, 0.0], [0.0, 0.0, 0.0], [0.0, 0.0, 0.0], [0.0, 0.0, 0.0], [0.0, 0.0, 0.0], [0.0, 0.0, 0.0], [0.1, 0.0, 0.0], [0.0, 0.0, 0.0], [0.0, 0.0, 0.0], [0.0, 0.0, 0.0], [-0.1, 0.0, 0.0], [0.0, 0.0, 0.0]]
}

***

{
  "formula": "C55H40ClMoN4O6",
  "method": "ωB97M-V with the def2-TZVPD basis set",
  "orbital_gap_ev": [5.9, 5.6],
  "s2": 2.036,
  "multiplicity": 3,
  "energy_ha": -3318.64560,
  "charge": 1,
  "homo_ev": [-9.7076, -9.6633],
  "species": ["Mo", "C", "O", "C", "C", "C", "C", "C", "C", "C", "C", "C", "C", "C", "N", "C", "C", "C", "C", "C", "C", "C", "C", "C", "C", "O", "C", "C", "C", "C", "N", "C", "C", "C", "C", "C", "C", "O", "C", "C", "C", "C", "C", "C", "C", "N", "C", "C", "N", "C", "C", "C", "C", "O", "C", "C", "C", "H", "H", "H", "H", "H", "H", "H", "H", "H", "H", "H", "H", "H", "H", "H", "H", "H", "H", "H", "H", "H", "H", "H", "H", "H", "H", "H", "H", "H", "H", "H", "H", "H", "H", "H", "H", "Cl", "C", "C", "C", "C", "C", "C", "C", "O", "O", "H", "H", "H", "H"],
  "coordinates": [[-0.799664, 0.333407, 1.391051], [-9.181107, 4.313558, -2.272927], [-8.252428, 3.406648, -2.848334], [-7.206040, 3.009655, -2.091072], [-6.303895, 2.142407, -2.709463], [-5.207831, 1.676327, -2.015110], [-4.976165, 2.065432, -0.693729], [-5.879499, 2.928410, -0.090548], [-6.993740, 3.402694, -0.773059], [-3.795878, 1.550284, 0.051891], [-2.818201, 2.460230, 0.451089], [-2.818126, 3.828871, 0.054669], [-1.671530, 4.386214, 0.503027], [-0.940207, 3.382272, 1.202565], [-1.671569, 2.187089, 1.189181], [0.329452, 3.595997, 1.723486], [1.110809, 2.610885, 2.325447], [2.309613, 2.848799, 3.069278], [2.671573, 1.667831, 3.627812], [1.690855, 0.702114, 3.236368], [1.606918, -0.603589, 3.720624], [2.740938, -1.094349, 4.548789], [2.571347, -1.402077, 5.890373], [3.634118, -1.844120, 6.670030], [4.892721, -1.986138, 6.092579], [5.992784, -2.410042, 6.753468], [5.856632, -2.733821, 8.129442], [5.075017, -1.678999, 4.742979], [4.011687, -1.234497, 3.986558], [0.537976, -1.457931, 3.490314], [-0.631825, -1.185245, 2.772665], [-1.316513, -2.394439, 2.701960], [-2.483023, -2.662409, 1.989658], [-3.085175, -4.019924, 2.100912], [-3.147256, -4.856073, 0.985309], [-3.715007, -6.109825, 1.069468], [-4.245101, -6.556682, 2.280392], [-4.786831, -7.794379, 2.262002], [-5.321870, -8.301785, 3.475467], [-4.195953, -5.733540, 3.401812], [-3.614389, -4.474889, 3.300118], [-3.137287, -1.731997, 1.196725], [-4.442248, -1.915667, 0.628901], [-4.814562, -0.733220, 0.092726], [-3.740292, 0.190711, 0.316961], [-2.704329, -0.448804, 0.955710], [-0.597392, -3.393426, 3.421564], [0.530432, -2.824204, 3.899165], [0.767826, 1.289160, 2.415447], [0.899328, 4.968992, 1.659250], [2.040441, 5.220972, 0.894320], [2.587794, 6.484472, 0.830739], [2.008548, 7.532505, 1.547177], [2.611510, 8.736026, 1.422159], [2.111067, 9.811405, 2.203896], [0.875783, 7.297455, 2.321363], [0.332449, 6.019109, 2.366694], [-9.913733, 4.522831, -3.045769], [-8.689411, 5.243235, -1.978297], [-9.680439, 3.871298, -1.408184], [-6.484465, 1.851659, -3.735430], [-4.510769, 1.006871, -2.505351], [-5.723266, 3.230787, 0.938399], [-7.684080, 4.061476, -0.268111], [-3.584997, 4.292415, -0.541908], [-1.325086, 5.391829, 0.338641], [2.783626, 3.808524, 3.186989], [3.497518, 1.473211, 4.290965], [1.594555, -1.285776, 6.345038], [3.469869, -2.064592, 7.713776], [6.840235, -3.049280, 8.462233], [5.146962, -3.551793, 8.270731], [5.538295, -1.865041, 8.709362], [6.059872, -1.799087, 4.312315], [4.160687, -0.999815, 2.939109], [-2.736950, -4.519449, 0.040348], [-3.758627, -6.765235, 0.210233], [-5.682826, -9.300124, 3.249935], [-6.153160, -7.686094, 3.825814], [-4.553132, -8.359285, 4.249148], [-4.607841, -6.052990, 4.347346], [-3.584296, -3.834443, 4.173967], [-5.016008, -2.825031, 0.691062], [-5.753968, -0.482620, -0.370443], [-0.906386, -4.420877, 3.509975], [1.323411, -3.298478, 4.451800], [2.495061, 4.413354, 0.332544], [3.464278, 6.688439, 0.230796], [2.772224, 10.651895, 2.019131], [2.126041, 9.565566, 3.267630], [1.095645, 10.075174, 1.900108], [0.412585, 8.090731, 2.888166], [-0.544739, 5.839900, 2.977296], [5.038047, -0.819785, -4.603865], [3.799502, -0.616327, -3.415468], [2.955444, 0.482731, -3.500165], [1.967944, 0.645541, -2.546588], [1.832135, -0.289650, -1.524532], [2.682699, -1.389062, -1.451706], [3.674676, -1.555247, -2.400677], [0.794693, -0.110247, -0.509844], [0.593391, -0.952973, 0.423645], [0.040335, 0.916540, -0.473498], [3.078204, 1.193982, -4.304328], [1.299619, 1.495134, -2.587062], [2.561048, -2.106893, -0.651589], [4.347584, -2.399898, -2.364176]],
  "atomic_forces_ev_per_a": [[0.4, -0.2, -0.4], [0.0, 0.0, 0.0], [0.0, 0.0, 0.0], [-0.1, 0.0, 0.0], [0.0, 0.0, 0.0], [0.0, 0.0, 0.0], [0.0, 0.0, 0.0], [0.0, 0.0, 0.0], [0.0, 0.0, 0.0], [0.0, 0.0, 0.0], [0.1, 0.0, 0.0], [-0.1, 0.0, -0.1], [0.0, 0.1, 0.0], [-0.1, -0.1, -0.1], [0.0, 0.2, 0.1], [0.0, 0.0, 0.0], [0.0, 0.0, 0.1], [0.0, 0.0, 0.0], [0.0, 0.0, 0.0], [0.0, 0.0, 0.0], [0.1, 0.1, 0.0], [0.0, 0.0, 0.0], [0.0, 0.0, 0.0], [0.0, 0.0, -0.1], [0.0, 0.0, 0.1], [0.0, 0.0, 0.0], [0.0, 0.0, 0.0], [0.0, 0.0, 0.0], [0.0, 0.0, 0.0], [-0.2, 0.0, -0.1], [-0.1, -0.1, 0.1], [0.1, 0.1, 0.0], [0.0, 0.0, 0.0], [0.0, 0.0, 0.0], [0.0, 0.0, -0.1], [0.0, 0.1, 0.0], [0.0, 0.0, 0.0], [0.0, 0.0, 0.0], [0.0, 0.0, 0.0], [0.0, 0.0, 0.0], [0.0, 0.0, 0.0], [-0.1, 0.0, 0.0], [0.0, -0.1, 0.0], [0.0, 0.0, 0.0], [0.0, 0.0, 0.0], [0.0, 0.0, 0.0], [-0.1, -0.1, 0.0], [0.1, 0.0, 0.1], [-0.1, 0.1, 0.1], [0.0, 0.0, 0.0], [0.0, 0.0, 0.0], [0.0, 0.0, 0.0], [0.0, 0.1, 0.0], [0.0, 0.0, 0.1], [0.0, 0.0, -0.1], [0.0, 0.0, 0.0], [0.0, 0.0, 0.0], [0.0, 0.0, 0.0], [0.0, 0.0, 0.0], [0.0, 0.0, 0.0], [0.0, 0.0, 0.0], [0.0, 0.0, 0.0], [0.0, 0.0, 0.0], [0.0, 0.0, 0.0], [0.0, 0.0, 0.0], [0.0, 0.0, 0.0], [0.0, 0.0, 0.0], [0.0, 0.0, 0.0], [0.0, 0.0, 0.0], [0.0, 0.0, 0.0], [0.0, 0.0, 0.0], [0.0, 0.0, 0.0], [0.0, 0.0, 0.0], [0.0, 0.0, 0.0], [0.0, 0.0, 0.0], [0.0, 0.0, 0.0], [0.0, 0.0, 0.0], [0.0, 0.0, 0.0], [0.0, 0.0, 0.0], [0.0, 0.0, 0.0], [0.0, 0.0, 0.0], [0.0, 0.0, 0.0], [0.0, 0.0, 0.0], [0.0, 0.0, 0.0], [0.0, 0.0, 0.0], [0.0, 0.0, 0.0], [0.0, 0.0, 0.0], [0.0, 0.0, 0.0], [0.0, 0.0, 0.0], [0.0, 0.0, 0.0], [0.0, 0.0, 0.0], [0.0, 0.0, 0.0], [0.0, 0.0, 0.0], [0.0, 0.0, 0.0], [0.1, 0.0, -0.1], [0.0, 0.0, 0.0], [0.0, 0.0, 0.0], [-0.1, 0.0, 0.0], [0.0, 0.0, 0.0], [0.0, 0.0, 0.0], [0.0, 0.0, 0.0], [-0.1, 0.1, 0.0], [-0.1, 0.0, 0.1], [0.0, 0.0, 0.0], [0.0, 0.0, 0.0], [0.0, 0.0, 0.0], [0.0, 0.0, 0.0]]
}